No. 1
Molecular formula: C49H63BrClN8O6PS
Method: DFT, wB97M-V/def2-TZVPD

Positions of all 130 atoms, in Å:
C  5.3194  7.0529  -8.1541
H  2.2684  -1.1712  -1.7310
C  -0.2869  0.5362  1.7657
C  -6.5679  -3.7812  1.5454
C  1.3496  -3.6718  3.3192
C  2.8859  3.6698  -8.2498
H  -3.7809  -0.5133  2.3767
C  4.5269  7.6227  -6.1439
H  2.0785  0.8639  0.3073
C  1.8466  -1.6673  1.6229
N  4.6362  6.6104  -7.0569
H  -5.9366  -2.5204  8.2564
H  3.2054  -3.1717  2.3595
H  3.8766  2.6306  -5.3286
H  2.5573  -1.3395  -4.1127
O  -0.0757  -5.5514  -1.1259
H  -0.8355  -0.5935  -1.4797
C  -5.3973  -2.3784  6.1504
H  1.1254  -1.7333  -0.3744
C  -5.5119  -4.3985  0.9277
H  4.3614  1.6469  3.7022
H  -4.3782  -1.5413  4.4996
H  0.1175  -3.2428  -1.3322
H  2.2024  4.2685  -8.8269
O  1.2766  -0.9550  4.1752
H  -4.1458  4.1059  -7.2282
C  3.7774  2.7989  -6.3873
H  3.6536  2.5173  1.4823
C  6.0939  4.2110  2.9406
H  1.2684  3.9313  -2.2513
H  -2.8879  3.0549  -1.0768
C  -5.3901  -2.0255  7.4716
H  -2.4957  2.4323  -3.7346
O  3.1414  0.1425  3.0918
H  6.2075  2.9585  4.7834
H  -6.7126  -2.8621  3.4404
C  4.4879  2.3085  -7.4485
C  0.8055  -5.0879  3.0606
O  -1.8156  -5.2772  0.2382
C  -3.4721  3.4961  -6.6515
C  0.6689  -1.5466  0.5877
C  -1.7521  1.1512  -0.7218
C  5.2295  4.0626  1.8228
H  -0.6635  1.5315  1.5213
C  5.6473  8.3662  -7.9445
H  -3.0218  -7.3021  8.5727
H  4.0228  7.4713  -5.2047
C  -1.1169  -0.1486  -0.5261
C  -4.8201  -3.6717  2.9323
H  -5.5328  -4.8528  -0.0485
H  6.1888  8.9967  -8.6294
H  5.2256  9.6893  -6.1856
H  1.9951  -3.7418  1.2752
N  4.7860  2.4562  3.2802
C  -0.7226  -3.3172  -0.6452
H  -1.6160  -2.8883  -1.0905
C  0.0849  -0.1173  0.4282
H  -1.0180  -3.6176  7.4920
H  -2.0251  -1.9092  3.8970
C  0.4826  3.1875  -2.1176
C  3.9221  2.8622  -8.6317
H  -1.0756  1.4094  -5.7959
C  -2.4516  2.6694  -7.0376
N  -4.5653  -1.5121  5.4843
H  -3.2165  0.6332  1.3914
H  5.3202  1.6281  -7.3865
Br  2.5528  -3.7953  4.8803
H  -3.3676  -3.6204  6.6143
H  1.5144  -5.8287  3.4197
H  -1.9137  -0.7829  -0.1404
H  4.2404  2.6854  -9.6451
C  1.9256  -0.3431  -2.3263
C  -0.9608  -4.7887  -0.4495
C  1.2032  1.7175  -3.9329
H  0.5450  -3.0451  3.6707
H  1.8333  0.5506  -5.5959
C  2.1160  -0.4492  -3.6886
H  -7.5821  -3.6214  1.2222
H  -4.2122  3.9668  -4.7320
S  1.8284  -0.4067  2.9809
H  -0.1175  -3.4419  1.4002
H  -4.2921  -3.4263  3.8373
H  5.1950  4.6836  0.9431
H  5.5124  6.3975  -8.9859
C  5.1433  8.7288  -6.6658
N  -2.9761  -4.3841  7.1359
P  -1.6555  -0.0533  2.9007
H  -5.9119  -3.1678  5.6275
H  -4.6613  -5.6890  7.1433
H  0.1536  3.2467  -1.0876
O  0.8953  0.8096  2.5411
H  -1.3454  -2.2856  1.1011
C  -4.0340  -0.6063  6.3684
H  -3.4096  -4.7108  1.6294
C  -2.4180  2.1486  -0.7823
H  -4.2967  -0.3737  8.5182
C  -1.5583  -5.6284  8.2927
C  5.7917  3.2041  3.8214
N  -2.9834  -0.2740  1.7953
H  -3.3532  0.1594  6.0347
C  -2.5954  2.6082  -4.7930
C  -3.6421  -5.5342  7.4542
C  -4.5293  -0.9008  7.6089
C  1.7326  0.5849  -4.5217
N  2.8054  3.6306  -6.8813
H  4.2702  5.6819  -6.9406
C  2.1488  -3.0920  2.1375
C  -1.8947  2.1064  -5.8568
N  -6.1425  -3.3416  2.7684
H  2.1363  4.1327  -6.3263
C  -2.7897  -6.3286  8.1746
H  -0.0543  -6.4278  -0.7174
C  -4.3984  -4.3261  1.8068
N  -3.5520  3.4546  -5.2860
H  0.9302  2.5336  -4.5900
H  -0.1152  -5.2469  3.6149
H  0.7297  1.8626  -0.0390
C  -1.7057  -4.4332  7.6397
H  -2.1389  2.4867  -8.0518
C  1.0121  1.8414  -2.5620
H  6.8480  4.9672  3.0812
C  4.4355  2.9711  2.0671
O  -1.3159  -1.6181  3.3126
Cl  3.3733  -1.2992  0.6862
H  -0.3575  3.4729  -2.7476
C  -0.3992  -2.6513  0.7193
H  0.6394  -5.2592  1.9990
H  -0.6684  -5.9636  8.7983
C  1.3490  0.7755  -1.7199
C  1.1327  0.8701  -0.2235

Output
Frontier orbital gap, eV: 7.93
SMILES string: C#CC[C@@]1(Cc2ccccc2C)[C@@H](P(N)O)OS(=O)(=O)[C@@](Cl)(C[C@@H](C)Br)[C@H]1CCC(=O)O.c1cc[nH]c1.c1cc[nH]c1.c1cc[nH]c1.c1cc[nH]c1.c1cc[nH]c1.c1cc[nH]c1.c1cc[nH]c1
Net charge: 0
HOMO energy, eV: -7.81
LUMO level, eV: 0.124

No. 2
Molecular formula: C49H64BeN7O5
Method: DFT, wB97M-V/def2-TZVPD

Positions of all 126 atoms, in Å:
H  0.5591  -1.6524  1.7057
H  -1.9148  -2.9808  0.3651
H  4.7165  -2.0147  1.1388
C  -2.0187  2.9871  2.0573
N  -0.4312  -3.1766  2.5403
C  1.2973  -3.7029  1.5762
H  1.1285  2.5344  -5.4910
Be  2.6956  -0.0105  1.0874
C  1.4206  -2.2951  1.5996
N  2.3186  1.5450  1.6592
C  1.1456  2.1599  1.3918
O  2.8601  1.4435  -3.8278
H  3.4852  3.1899  -2.4941
H  -4.7623  -1.5664  -3.8198
H  -0.8072  4.3421  -3.4890
H  0.6648  3.1486  -3.8999
C  -0.7544  -0.9136  -0.8346
O  -1.0736  -3.1877  -2.3223
H  4.0391  3.5701  -0.8682
C  3.8478  2.7529  -1.5637
H  0.2799  -4.0650  1.5836
H  4.7910  2.2488  -1.7742
H  -1.8155  -0.7573  -1.0288
H  -0.2746  0.8156  -6.0780
H  -0.2918  3.7151  1.7005
H  0.1790  -3.0008  -3.0803
C  -1.3006  1.8538  2.4294
N  -0.5139  4.0740  0.3539
H  0.5926  1.6469  0.6189
H  -2.8019  -4.1134  -0.6913
H  1.4151  0.4183  -1.8923
C  -3.4824  -0.8444  -2.2311
C  -1.1373  3.1224  -1.7586
H  0.2072  6.2344  -2.1479
C  0.5068  -0.7343  5.1712
H  4.4765  -4.5186  0.9124
H  1.2647  4.8357  3.5152
H  -2.5079  -2.6904  -2.9112
N  2.0613  -0.0961  2.8843
C  -3.3460  2.8781  1.7971
C  -2.7044  -1.8480  3.5917
C  -0.0662  5.1809  -0.3051
C  -0.6744  4.2620  -2.4202
H  1.0130  -0.6619  -3.1868
C  0.6852  3.3577  1.9904
C  2.3912  -4.4781  1.2356
C  2.7945  3.3845  3.2036
N  2.6275  -1.6671  1.4486
C  2.9027  1.8890  -0.8455
C  -1.9438  -2.7680  4.3666
H  -0.1055  -0.9159  6.0422
C  0.9286  0.3766  -2.8668
H  1.7681  -2.6940  -5.0046
O  1.1711  -0.0579  0.5618
H  -0.8733  -2.0912  0.7691
H  -2.3075  -3.0062  5.3552
H  2.4648  -0.8787  6.1655
C  1.5387  3.9574  2.9496
H  0.9355  1.4403  -0.3906
C  -0.9913  -1.2807  -3.6372
H  -0.2729  1.8577  -4.6165
H  2.2163  -5.5362  1.1080
C  -0.7613  -3.7112  -1.2010
C  1.6276  1.3183  -3.7646
C  0.6766  -0.1124  2.8535
H  -4.8615  0.1922  -3.5338
C  -0.0861  5.2960  -1.7009
C  1.4672  2.2427  -0.9018
C  2.6314  -0.4183  4.0402
H  -3.5258  -1.2830  4.0071
N  -1.1050  -0.1931  -4.3998
H  -3.6059  -2.8941  -1.5692
H  -1.6830  -4.8027  0.4674
C  -0.1508  0.0872  0.1513
C  -0.8343  -3.3600  3.8263
H  -0.2348  1.8469  2.6038
C  -4.7226  -0.7817  -3.0644
H  -2.7524  -0.8353  1.5955
O  -3.0626  0.1647  -1.7121
C  -2.3227  -1.5888  2.2390
C  -2.8463  -2.2307  -1.9826
H  -3.9561  3.7331  1.5459
H  -0.3467  1.0821  -0.2485
C  3.1348  2.1567  2.5858
H  0.7912  -4.9840  -0.6176
H  1.0849  2.2066  -1.9219
H  -5.5757  -0.8818  -2.3933
H  3.7080  -0.4902  3.9934
H  0.2074  0.1570  1.9188
C  0.9538  -1.9979  -4.8684
H  1.5130  -0.8165  -6.5193
H  -2.0207  -2.1207  -1.2795
H  -0.1793  -4.0507  4.3366
C  3.6104  -3.8882  1.0491
H  -0.6807  -1.9381  -0.4698
H  4.1046  1.7349  2.8048
H  -0.0784  0.7562  -2.6939
H  1.1808  3.2093  -0.4874
C  -1.1786  -2.2842  1.7869
H  -1.6629  2.2931  -2.2085
H  0.2664  6.0003  0.3148
H  -1.2074  -0.5693  3.8883
C  -3.9981  1.6409  2.0075
H  -1.3776  2.2272  0.2363
H  -1.6119  -1.2787  -2.7533
C  3.7595  -2.5043  1.2426
C  -0.1346  -0.4536  3.9328
C  -1.8654  -3.9327  -0.1635
C  1.9203  -0.7341  5.2441
H  0.7481  -3.3392  0.0781
C  0.6691  -3.9237  -0.8385
H  3.5396  3.8456  3.8350
C  0.8159  -0.9302  -5.7023
H  1.3677  -3.5790  -1.6010
H  -1.4620  -0.2362  2.7929
H  -5.0513  1.6586  1.7687
C  -0.9700  3.0213  -0.3718
H  -0.2294  -0.9173  -1.7898
H  -1.5084  3.9342  1.9621
C  -0.2119  -0.0305  -5.4097
C  -2.0437  0.6617  2.6458
O  3.2264  0.8949  -0.1877
C  0.0588  -2.1957  -3.7900
C  0.7385  2.2507  -4.5135
H  -0.7333  0.1452  1.0708
N  -3.3797  0.5124  2.4352

Output
Frontier orbital gap, eV: 7.76
Net charge: +1
HOMO energy, eV: -10.29
LUMO level, eV: -2.529

No. 3
Molecular formula: C49H71CoN5O6SSi
Method: DFT, wB97M-V/def2-TZVPD

Positions of all 134 atoms, in Å:
H  -2.3174  -2.5297  6.0584
H  -4.6487  -0.2503  -0.7354
C  -3.7469  0.2597  -0.3873
H  0.0108  5.9114  4.4872
H  1.4702  -3.7244  -5.3415
H  0.9388  -0.2775  4.3648
C  1.3661  -2.8360  -4.7096
C  -1.2371  -2.3792  5.9951
Si  1.8138  5.4804  2.8447
C  -1.9726  -2.8314  3.2700
H  -2.1281  -2.6737  -0.0956
H  -4.0256  -6.1659  2.6420
O  4.3368  -3.0509  -0.1361
H  3.9617  1.5815  -6.4602
C  -0.0472  -2.7452  -4.1142
C  -3.1816  1.9985  2.9581
H  -1.0559  3.2168  -5.4760
H  -2.2468  -3.4757  4.0916
C  4.4609  -0.4599  -1.3286
C  2.6923  0.7295  -0.0364
H  -3.5713  1.1436  -1.0078
H  -2.0475  2.1552  -4.4577
N  -0.7542  -0.2986  0.2417
H  3.0929  -1.5717  -2.6050
C  -0.0006  -0.2411  -3.8105
H  1.3353  5.0237  5.2332
H  2.2992  2.0806  -1.6167
H  -0.2704  4.4015  -3.6560
H  1.1549  -2.0018  4.7377
O  4.9730  -2.4322  -4.1819
C  -4.3888  -4.1138  0.9422
C  1.0990  5.8395  4.5465
C  -3.4528  -5.2763  2.9208
H  -2.8971  -0.4001  -0.5457
H  0.9639  -0.8261  6.0538
S  4.8994  -1.0076  -3.9726
H  1.8307  6.7765  0.7284
H  -1.1426  3.4558  -2.4231
C  3.6904  5.4154  3.0105
H  1.5967  1.5932  -5.1981
H  -0.9370  1.4586  -5.6371
H  0.5733  3.6999  -2.2568
C  -0.0277  0.9574  -3.0627
H  5.5117  1.3567  -5.6196
H  1.4884  6.7715  4.9668
H  -4.4494  1.9206  4.6654
C  -0.4431  -1.5619  -1.8688
H  -2.0808  -2.6278  -4.8619
H  1.7670  7.8783  2.1176
C  -1.0669  2.2720  -4.9224
H  -1.3185  -5.6806  1.2477
H  -0.5967  -2.5158  -1.3889
C  -0.1353  0.8666  -1.6686
Co  -0.1615  1.3282  0.9908
C  2.9762  -1.3567  0.5596
C  -5.1939  0.6513  3.1009
C  -2.2644  3.0222  3.5559
H  -6.0484  0.2992  3.6670
H  3.9864  4.5464  3.6022
C  1.3961  6.9293  1.7188
C  4.4373  1.1941  -5.5589
H  -4.0635  -4.6775  3.5994
H  5.1154  -1.2931  -1.1044
O  2.9717  -3.4029  1.4983
O  -0.3972  0.4109  2.6636
H  3.0730  -0.5132  -5.3431
H  1.5896  -1.9562  -5.3171
C  -0.3060  -4.0281  -3.3216
C  -3.8907  0.6560  1.0547
C  -4.2979  1.5541  3.6535
C  -2.2535  -5.4048  0.7553
H  4.0855  6.3138  3.4937
H  -4.1868  -3.5738  0.0163
C  -1.0666  -2.6896  -5.2611
C  0.6439  -1.0819  5.0373
C  -1.8873  -2.3987  0.9225
H  -4.9972  -3.4638  1.5745
C  -1.5651  0.0134  5.4502
C  1.9101  -0.8368  1.2295
H  1.2587  -1.3252  1.9340
H  2.1740  2.4611  -3.7625
H  3.9416  2.2283  -0.9093
H  -4.9676  -5.0116  0.6977
H  -1.3073  -4.0305  -2.8861
H  2.1128  -2.8962  -3.9141
H  -1.2231  2.7285  3.4411
H  -0.8799  -2.0848  6.9864
H  3.1115  0.1689  -2.9199
N  1.7379  0.4497  0.8388
H  -2.4780  3.1593  4.6195
H  -1.2176  0.2831  6.4549
C  -0.8806  -1.2780  4.9923
C  -0.1606  -1.4906  -3.2430
H  -0.9922  -3.5850  -5.8880
C  -2.2996  -3.2158  1.9820
N  3.4628  -2.6859  0.6474
H  5.0555  0.4490  -1.3693
C  -1.2959  -1.6323  3.5612
H  -1.3334  0.8250  4.7654
H  1.4471  3.3600  -5.0996
H  4.5543  -0.8693  -6.2423
C  -0.4885  -0.4081  -1.0895
H  -2.6501  -0.1114  5.4749
O  0.0717  1.8667  -0.8410
N  -1.9172  2.0224  0.8818
C  4.1396  -0.2881  -5.4169
H  -0.7696  -3.3331  5.7380
C  -4.9796  0.2247  1.7961
N  3.4781  -0.3542  -0.2623
C  -0.2143  3.5337  -2.9879
C  -2.9412  1.5240  1.6490
H  -2.3644  3.9910  3.0538
H  -5.6849  -0.4547  1.3249
C  1.3907  2.4296  -4.5237
C  -1.2208  -1.2055  1.1600
H  -2.8071  -6.3197  0.5169
C  3.7339  -0.6905  -2.6531
C  0.6443  2.9407  1.7185
H  0.1505  -0.1719  -4.8836
H  4.1580  5.3218  2.0272
H  -2.5615  -5.6025  3.4612
C  1.1602  3.9475  2.1906
C  0.0280  2.2815  -3.8400
O  6.1175  -0.2773  -3.6935
H  4.0541  1.7638  -4.7152
H  -0.2223  -4.8940  -3.9848
H  2.4854  2.8131  -0.0415
H  0.3140  7.0043  1.5935
H  -0.9053  -1.8160  -5.8944
C  -3.0850  -4.4877  1.6636
C  2.8868  2.0424  -0.6984
H  -1.9986  -4.9083  -0.1820
C  -0.9818  -0.7709  2.5033
H  0.4151  -4.1522  -2.5116

Output
Frontier orbital gap (alpha / beta), eV: 4.60 / 4.60
Net charge: -2
Spin multiplicity: 2
HOMO energy (alpha / beta), eV: -0.90 / -0.91
Expectation value of S²: 0.766
LUMO level (alpha / beta), eV: 3.694 / 3.694

Number 1: energy -178726.4334 eV. Number 2: energy -72883.7645 eV. Number 3: energy -128040.5458 eV.